The following is a quantum chemistry calculation of a cluster of 2 separate species, C3H7NO3P in total in a non-equilibrium geometry, from the Open Molecules 2025 dataset.

* molar mass: 136.1 Da
* largest force on an atom: 3.8 eV/A
* HOMO energy: -2.20 eV
* charge: -1
* Kohn-Sham gap: 0.2308 hartree

```
15
Properties=species:S:1:pos:R:3:mulliken_charge:R:1
C 1.70379 -0.35150 -0.37622 0.37
C -1.94016 0.06542 -0.65599 -0.73
C -1.48607 -1.18434 0.05208 0.34
N 0.61287 1.77338 0.75828 -0.68
O 2.35665 -1.61683 -0.23842 -0.52
O 1.34654 0.10837 -1.44477 -0.58
O -2.25666 -2.09788 0.34696 -0.60
P 1.22894 0.22186 1.24296 -0.19
H -2.56152 0.47817 0.12328 0.23
H -2.54488 0.07631 -1.54679 0.33
H -1.07058 0.62941 -0.69928 0.29
H -0.42766 -1.17129 0.63027 -0.05
H 0.86168 2.48399 1.39244 0.29
H 1.21166 2.14539 -0.08858 0.20
H 2.96540 -1.56045 0.50379 0.31
```

---

The following is a quantum chemistry calculation of a cluster of 2 separate species, C3H7NO3S in total in a non-equilibrium geometry, from the Open Molecules 2025 dataset.

* molar mass: 137.2 Da
* largest force on an atom: 2.9 eV/A
* HOMO energy: 0.25 eV
* charge: -2
* Kohn-Sham gap: 0.2132 hartree

```
15
Properties=species:S:1:pos:R:3:mulliken_charge:R:1
O 0.31245 -2.21920 0.71737 -0.73
C 0.37462 -0.98962 0.93410 0.23
O 1.25167 -0.52842 1.71206 -0.84
C -0.60093 -0.01803 0.18006 0.08
C -1.79602 -0.65996 -0.52999 -0.61
S -3.06354 0.63062 -0.94071 -0.81
N 0.15364 0.90545 -0.68557 -0.57
H -1.06562 0.67778 0.88661 0.28
H -1.49292 -1.20378 -1.43224 0.27
H -2.31907 -1.30539 0.16595 0.22
H -0.53831 1.61697 -0.86742 0.26
H 0.44174 0.37114 -1.60760 0.23
H 2.90484 0.39147 1.00362 0.38
H 2.25275 1.30581 0.17488 0.37
O 3.18470 1.02516 0.28886 -0.75
```

---

The following is a quantum chemistry calculation of a structure of composition C3H7NO3S in a non-equilibrium geometry, from the Open Molecules 2025 dataset.

* molar mass: 137.2 Da
* largest force on an atom: 3.9 eV/A
* HOMO energy: -10.02 eV
* charge: 0
* Kohn-Sham gap: 0.3911 hartree

```
15
Properties=species:S:1:pos:R:3:mulliken_charge:R:1
C 0.66106 0.25873 1.46445 -0.65
C 0.31223 0.17390 -0.00971 0.76
C -0.39241 -1.09047 -0.52291 -1.12
N -0.06075 1.37636 -0.66489 -0.66
O 2.85051 1.12168 -0.70110 -0.61
O 2.92757 -1.25248 -0.48142 -0.57
O 2.06066 0.03428 1.49014 -0.32
S 2.25433 -0.06994 -0.16360 1.04
H 0.29526 1.13313 2.12666 0.29
H 0.23095 -0.55266 2.10349 0.28
H -0.18022 -1.45179 -1.62022 0.32
H -1.49422 -0.94067 -0.37958 0.36
H 0.14529 -1.80760 0.21974 0.31
H 0.65403 1.96047 -0.42352 0.30
H -0.16786 1.28763 -1.71218 0.28
```

---

The following is a quantum chemistry calculation of a cluster of 2 separate species, C3H7NO4 in total in a non-equilibrium geometry, from the Open Molecules 2025 dataset.

* molar mass: 121.1 Da
* largest force on an atom: 2.9 eV/A
* HOMO energy: -9.07 eV
* charge: 0
* Kohn-Sham gap: 0.3560 hartree
* SMILES string: [O-]/[N+](O)=C\O.CC=O

```
15
Properties=species:S:1:pos:R:3:mulliken_charge:R:1
C 0.82815 0.06076 -2.09034 -0.94
C 0.51500 1.05516 -0.95735 0.25
C 0.13960 -0.87741 1.36322 -0.33
N -1.01657 -0.27463 1.41266 0.69
O -1.95265 -0.77939 0.34350 -0.47
O -1.50194 0.56678 2.19112 -0.70
O -0.43649 1.76153 -1.01796 -0.45
O 1.17982 -0.68551 2.24576 -0.44
H 1.31201 0.44304 -3.01163 0.33
H 1.43572 -0.66525 -1.70760 0.30
H -0.15896 -0.28982 -2.31119 0.28
H 1.24973 1.08757 -0.00363 0.27
H 0.35476 -1.28007 0.40305 0.51
H -2.78971 -0.18507 0.34340 0.35
H 0.84152 0.06231 2.79699 0.33
```

---

The following is a quantum chemistry calculation of a cluster of 2 separate species, C3H7NO4S in total in a non-equilibrium geometry, from the Open Molecules 2025 dataset.

* molar mass: 153.2 Da
* largest force on an atom: 4.5 eV/A
* HOMO energy (spin up / spin down): -10.61 / -10.60 eV
* charge: 0
* Kohn-Sham gap (spin up / spin down): 0.3236 / 0.3235 hartree

```
16
Properties=species:S:1:pos:R:3:mulliken_charge:R:1
C -0.73574 1.68246 0.85152 -1.40
C 1.34098 -1.60210 -0.78460 -0.93
C -0.59827 0.52428 -0.00775 -0.14
N -1.79000 -0.39639 -0.17824 1.08
O -1.52879 -1.53607 -0.46673 -0.58
O -2.91447 0.02918 0.08824 -0.57
O 1.21019 -0.57865 1.72521 -0.64
O 2.03870 0.81807 -0.09475 -0.59
S 1.16363 -0.20523 0.33949 1.19
H -0.58051 1.47409 1.84765 0.48
H 0.12208 2.32716 0.81086 0.45
H -1.72140 2.18519 0.63576 0.32
H 0.50650 -1.64882 -1.36984 0.38
H 2.39096 -1.53119 -1.27848 0.32
H 1.19238 -2.54253 -0.29137 0.38
H -0.09622 1.00056 -1.82697 0.27
```

---

The following is a quantum chemistry calculation of a structure of composition C3H7NO4S in a non-equilibrium geometry, from the Open Molecules 2025 dataset.

* 2S+1: 3
* molar mass: 153.2 Da
* largest force on an atom: 10.7 eV/A
* HOMO energy (spin up / spin down): -7.77 / -10.53 eV
* charge: 0
* Kohn-Sham gap (spin up / spin down): 0.3020 / 0.2431 hartree

```
16
Properties=species:S:1:pos:R:3:mulliken_charge:R:1
C -0.68617 -1.74619 -0.87992 -1.39
C 0.00858 2.08379 0.85539 -0.94
C -0.03081 -0.44574 -0.61428 -0.03
N 1.41615 -0.44369 -0.63249 0.89
O 1.89375 0.58645 -1.00424 -0.46
O 2.05022 -1.32933 -0.18781 -0.53
O 0.23641 -0.43376 2.07397 -0.64
O -1.87175 0.22911 1.14256 -0.64
S -0.45159 0.33161 1.05901 1.17
H -0.51589 -2.12532 -1.87669 0.37
H -0.15025 -2.49405 -0.21064 0.35
H -1.71166 -1.52546 -0.77301 0.40
H -1.00340 2.37853 0.53701 0.38
H 0.46640 2.23821 1.79302 0.42
H 0.79220 2.04059 0.06782 0.28
H -0.44219 0.65523 -1.34969 0.37
```

---

The following is a quantum chemistry calculation of the ion C3H7NOPS with charge -1 in a non-equilibrium geometry, from the Open Molecules 2025 dataset.

* molar mass: 136.1 Da
* largest force on an atom: 4.6 eV/A
* HOMO energy: -2.35 eV
* charge: -1
* Kohn-Sham gap: 0.2275 hartree
* SMILES string: [O-]N1PCCCS1

```
14
Properties=species:S:1:pos:R:3:mulliken_charge:R:1
C 0.17885 -1.08436 -0.22482 -0.51
C -0.13582 -0.53763 1.19404 -1.02
C 0.72217 -0.25844 -1.24763 -0.51
N -0.00257 1.95405 0.23062 0.05
O 0.03537 3.23907 0.25287 -0.69
P -1.17541 1.10207 1.24249 -0.03
S -0.19751 1.27980 -1.73973 -0.30
H 0.80277 -1.95993 -0.02422 0.25
H -0.81839 -1.54185 -0.37152 0.26
H -0.59732 -1.34784 1.65049 0.46
H 0.77821 -0.38758 1.75494 0.46
H 1.74370 0.04304 -1.01773 0.31
H 0.95667 -0.87465 -2.18490 0.29
H -2.29072 0.37422 0.48510 -0.02
```

---

The following is a quantum chemistry calculation of an isolated molecule of C3H7NOS in a non-equilibrium geometry, from the Open Molecules 2025 dataset.

* molar mass: 105.2 Da
* largest force on an atom: 4.1 eV/A
* HOMO energy: -8.98 eV
* charge: 0
* Kohn-Sham gap: 0.3619 hartree

```
13
Properties=species:S:1:pos:R:3:mulliken_charge:R:1
C -2.59080 0.66563 0.47741 -0.21
C 2.08757 -0.47019 0.03458 -1.02
C 0.97155 0.24606 -0.67029 -0.45
N -1.72342 0.72330 -0.43254 -0.44
O -0.79259 -1.39779 0.83086 -0.56
S -0.67354 -0.82576 -0.49943 0.45
H -2.97407 1.56553 0.67477 0.30
H -2.84944 -0.19001 1.10499 0.26
H 1.82978 -0.46136 1.05183 0.34
H 2.04848 -1.44527 -0.33732 0.33
H 3.08927 0.05341 -0.33490 0.28
H 0.95829 0.29821 -1.79167 0.36
H 0.61891 1.23824 -0.10829 0.34
```

---

The following is a quantum chemistry calculation of an isolated molecule of C3H7NOS in a non-equilibrium geometry, from the Open Molecules 2025 dataset.

* molar mass: 105.2 Da
* largest force on an atom: 4.5 eV/A
* HOMO energy: -8.98 eV
* charge: 0
* Kohn-Sham gap: 0.3542 hartree
* SMILES string: N[C@@H](C=O)CS

```
13
Properties=species:S:1:pos:R:3:mulliken_charge:R:1
O 1.29917 1.88490 1.30332 -0.49
C 1.43265 0.67840 1.09520 -0.13
C 0.12912 -0.24636 0.76410 0.30
C -0.56162 0.64747 -0.32504 -0.81
S -1.44591 -0.60624 -1.43659 -0.24
N 0.78056 -1.50393 0.44781 -0.57
H 2.39179 0.21045 0.80076 0.36
H -0.47455 -0.14040 1.66175 0.35
H 0.10968 1.43596 -0.77201 0.42
H -1.48126 1.23978 0.22807 0.24
H -0.54772 -0.07819 -2.29895 0.16
H 0.57971 -2.26793 1.18608 0.21
H 0.69876 -1.72856 -0.58701 0.22
```

---

The following is a quantum chemistry calculation of an isolated molecule of C3H7NOS in a non-equilibrium geometry, from the Open Molecules 2025 dataset.

* molar mass: 105.2 Da
* largest force on an atom: 2.9 eV/A
* HOMO energy: -9.04 eV
* charge: 0
* Kohn-Sham gap: 0.3619 hartree

```
13
Properties=species:S:1:pos:R:3:mulliken_charge:R:1
C 0.10432 1.17634 0.18813 -0.46
C 1.30707 0.18805 -0.20299 -0.40
C -1.05751 0.29579 0.45925 -0.52
N 1.09165 -1.11961 0.48556 -0.47
O -1.08219 -1.84464 -0.79371 -0.55
S -0.41826 -1.40641 0.66791 0.31
H 0.26312 1.83206 1.05472 0.26
H -0.00032 1.89783 -0.70493 0.22
H 1.49479 0.18238 -1.27507 0.25
H 2.24975 0.51136 0.19979 0.31
H -1.48798 0.56080 1.36660 0.39
H -1.87962 0.33384 -0.26477 0.31
H -0.58482 -2.60779 -1.18049 0.34
```

---

The following is a quantum chemistry calculation of an isolated molecule of C3H7NOS in a non-equilibrium geometry, from the Open Molecules 2025 dataset.

* molar mass: 105.2 Da
* largest force on an atom: 1.9 eV/A
* HOMO energy: -8.89 eV
* charge: 0
* Kohn-Sham gap: 0.3588 hartree
* SMILES string: CCS/C=N\O

```
13
Properties=species:S:1:pos:R:3:mulliken_charge:R:1
C 1.40150 0.83807 1.40471 -1.05
C 0.22232 0.58619 0.49994 -0.31
C -0.72229 -0.41718 -2.00106 -0.08
H 1.29756 1.76243 1.97341 0.30
H 1.61434 0.09490 2.21196 0.27
H 2.28873 0.80263 0.84155 0.30
H -0.42055 -0.14392 0.96880 0.35
H -0.30215 1.50379 0.37771 0.32
H -0.89343 0.06703 -2.94159 0.41
H -2.29140 -2.08304 -0.17926 0.39
N -1.62364 -1.23609 -1.59549 -0.42
O -1.34779 -1.85331 -0.39300 -0.33
S 0.77680 0.07849 -1.16769 -0.15
```

---

The following is a quantum chemistry calculation of an isolated molecule of C3H7NOS, from the Open Molecules 2025 dataset.

* molar mass: 105.2 Da
* largest force on an atom: 0.9 eV/A
* HOMO energy: -9.43 eV
* charge: 0
* Kohn-Sham gap: 0.3737 hartree
* SMILES string: N[C@@H](C=O)CS

```
13
Properties=species:S:1:pos:R:3:mulliken_charge:R:1
O -2.23468 -0.86785 0.87038 -0.43
C -1.68929 -0.31949 -0.04543 -0.18
C -0.39256 0.46877 0.13854 0.38
C 0.68235 -0.55694 0.46728 -0.83
S 2.36627 0.21452 0.50580 -0.22
N -0.13984 1.26243 -1.06626 -0.53
H -2.13046 -0.39806 -1.05959 0.25
H -0.55106 1.11279 1.00746 0.21
H 0.70345 -1.37418 -0.25388 0.36
H 0.41740 -0.99890 1.42739 0.41
H 2.88213 -0.82948 1.16947 0.14
H -0.74164 0.93544 -1.81867 0.19
H 0.82794 1.35095 -1.34249 0.24
```

---

Results for energy above the lowest of the compared OMol25 structures with the same formula, charge and spin: 373.6, 98.0, 167.5, 616.1, 761.0, 407.8, 451.1, 317.6, 286.3, 245.9, 277.1, 128.9 (in kJ/mol, following the order of the records).